one.
27
Properties=species:S:1:pos:R:3:lowdin_charge:R:1 method="wB97M-V/def2-TZVPD" e_homo_ev=-14.3 total_charge=+1 homo_lumo_gap_ha=0.4232 molar_mass_g_mol=132.2
C -1.639 1.280 0.524 -0.186
C -2.227 0.402 1.638 -0.082
C -1.426 -0.398 -1.229 -0.397
N -0.892 0.564 -0.507 0.109
N -2.748 -0.727 -1.210 0.220
N -0.711 -0.960 -2.236 0.189
H -2.546 1.703 0.057 0.127
H -1.051 2.119 0.886 0.128
H -2.198 -0.679 1.488 0.077
H -3.247 0.673 1.908 0.084
H 0.088 0.781 -0.500 0.121
H -3.199 -0.615 -0.319 0.099
H -2.885 -1.553 -1.775 0.131
H 0.273 -1.087 -2.095 0.079
H -1.155 -1.214 -3.094 0.127
H -1.710 0.586 2.592 0.085
C 3.034 -0.176 0.286 -0.302
C 2.038 -1.184 -0.282 -0.114
C 2.410 1.062 0.955 -0.115
H 3.639 -0.586 1.100 0.102
H 3.886 0.029 -0.375 0.113
H 1.345 -1.532 0.482 0.084
H 1.438 0.813 1.384 0.055
H 3.088 1.362 1.755 0.078
H 2.534 -2.044 -0.733 0.086
H 1.559 -0.584 -1.054 0.030
H 2.301 1.967 0.351 0.073

***

two.
27
Properties=species:S:1:pos:R:3:lowdin_charge:R:1 method="wB97M-V/def2-TZVPD" e_homo_ev=-14.4 total_charge=+1 homo_lumo_gap_ha=0.4313 molar_mass_g_mol=132.2
C 1.844 1.180 0.348 -0.067
C 1.431 -0.774 -1.039 -0.063
C 1.115 -0.820 1.482 -0.001
C -1.659 -1.718 0.175 0.029
C -0.509 0.531 0.096 -0.266
C 0.929 0.002 0.200 -0.517
N -0.820 1.814 0.009 0.226
N -1.511 -0.283 0.215 -0.137
N -2.694 0.485 0.158 0.069
H 1.936 1.815 -0.486 0.080
H 1.518 1.763 1.198 0.109
H 2.786 0.713 0.486 0.092
H 2.390 -1.316 -0.706 0.130
H 1.803 -0.019 -1.771 0.059
H 0.888 -1.565 -1.513 0.077
H 1.141 -1.821 1.174 0.071
H 0.367 -0.617 2.151 0.067
H 2.100 -0.481 1.888 0.118
H -0.821 -2.274 0.067 0.047
H -1.965 -1.943 1.277 0.149
H -2.469 -1.855 -0.520 0.103
H 0.292 0.885 -2.165 0.038
H -1.749 2.094 -0.101 0.097
H -3.202 0.504 -0.722 0.127
H 0.252 1.159 -2.881 0.107
H -3.343 0.105 0.892 0.146
H -0.048 2.435 0.088 0.110

***

The structure with the most favorable energy is one; the runner-up is 0.1013 hartree above it.

***

one.
23
Properties=species:S:1:pos:R:3:lowdin_charge:R:1 method="wB97M-V/def2-TZVPD" e_homo_ev=-13.8 total_charge=+1 homo_lumo_gap_ha=0.4025 molar_mass_g_mol=123.2
C -0.524 0.159 -1.222 -0.139
C -1.639 -0.797 -0.866 -0.163
C -1.609 -1.353 0.577 -0.211
C -0.198 -2.706 1.897 -0.005
N -0.327 -1.921 0.927 -0.059
N 0.859 -0.461 -1.047 0.162
H -0.475 1.081 -0.666 0.108
H -0.482 0.331 -2.283 0.125
H -2.530 -0.197 -1.000 0.122
H -1.732 -1.631 -1.567 0.121
H -1.778 -0.438 1.161 0.129
H -2.480 -1.980 0.774 0.125
H -0.903 -3.190 2.580 0.096
H 0.810 -3.005 2.196 0.080
H 1.569 0.243 -0.832 0.134
H 0.888 -1.219 -0.340 0.116
H 1.182 -0.831 -1.943 0.164
H 1.077 4.037 1.485 0.075
H 2.214 3.145 1.978 0.070
O 1.465 3.161 1.373 -0.037
H 1.356 2.566 -0.282 -0.001
H 2.062 2.567 -1.656 0.065
O 1.195 2.441 -1.242 -0.076

***

two.
23
Properties=species:S:1:pos:R:3:lowdin_charge:R:1 method="wB97M-V/def2-TZVPD" e_homo_ev=-13.8 total_charge=+1 homo_lumo_gap_ha=0.4008 molar_mass_g_mol=123.2
C 1.544 -0.665 -0.250 -0.239
C 0.753 0.533 0.296 -0.159
C -0.705 0.406 0.089 -0.311
C -1.520 1.117 -0.673 0.119
N -1.344 -0.747 0.802 0.213
N 1.318 -0.871 -1.687 -0.003
H 1.300 -1.584 0.286 0.114
H 2.595 -0.459 -0.024 0.123
H 1.013 0.697 1.339 0.100
H 1.120 1.435 -0.192 0.130
H -1.032 1.945 -1.170 0.091
H -2.510 0.803 -0.967 0.091
H -1.383 -1.588 0.162 0.110
H -0.862 -1.015 1.665 0.173
H -2.280 -0.463 1.078 0.163
H 1.657 -0.083 -2.219 0.098
H 1.899 -1.656 -1.975 0.102
H -1.163 -3.034 -1.804 0.084
H -0.288 -1.723 -1.771 0.024
O -1.025 -2.203 -1.325 -0.071
H 0.955 2.802 3.420 0.053
H 0.139 3.312 2.276 0.052
O 0.859 2.692 2.465 -0.055

***

three.
23
Properties=species:S:1:pos:R:3:lowdin_charge:R:1 method="wB97M-V/def2-TZVPD" e_homo_ev=-13.7 total_charge=+1 homo_lumo_gap_ha=0.3976 molar_mass_g_mol=123.2
N 0.748 -0.008 1.691 0.252
C -0.159 0.662 0.699 -0.252
C -0.692 -0.458 -0.246 -0.377
C -1.979 -1.070 0.304 -0.014
O 0.306 -1.449 -0.281 -0.049
C 0.592 1.748 0.009 -0.227
N 0.715 2.880 0.931 0.024
H 0.689 -1.009 1.567 0.146
H 1.701 0.243 1.503 0.157
H 0.546 0.289 2.639 0.177
H -1.039 1.035 1.209 0.154
H -0.859 0.072 -1.187 0.150
H -1.811 -1.350 1.341 0.089
H -2.841 -0.478 0.156 0.078
H -2.126 -1.999 -0.240 0.093
H 0.515 -1.784 -1.173 0.056
H 0.101 2.001 -0.927 0.128
H 1.580 1.418 -0.314 0.134
H 0.227 3.697 0.635 0.072
H 1.662 3.247 0.971 0.081
H 0.718 -1.917 -3.566 0.075
H 0.531 -3.327 -2.953 0.079
O 0.877 -2.442 -2.768 -0.028

***

four.
23
Properties=species:S:1:pos:R:3:lowdin_charge:R:1 method="wB97M-V/def2-TZVPD" e_homo_ev=-12.1 total_charge=+1 homo_lumo_gap_ha=0.3305 molar_mass_g_mol=123.2
C 1.470 0.560 2.496 -0.092
C 0.163 -0.288 2.161 -0.169
C -0.208 -0.239 0.675 -0.298
C -0.256 1.055 0.171 -0.122
N -0.113 1.437 -1.219 0.183
N -0.297 -1.382 -0.095 0.137
H 1.175 1.557 2.293 0.002
H 2.372 0.371 1.925 0.064
H 1.690 0.796 3.757 0.168
H -0.685 0.034 2.752 0.115
H 0.378 -1.298 2.439 0.090
H -0.243 1.934 0.917 0.146
H 0.774 1.126 -1.567 0.158
H -0.782 0.857 -1.828 0.170
H -0.315 2.410 -1.245 0.153
H -0.484 -1.376 -1.069 0.070
H -0.143 -2.348 0.337 0.156
H -3.415 0.588 -2.583 0.020
H -3.893 1.504 -1.565 0.000
O -3.173 1.029 -1.815 0.029
H 2.627 -2.314 -2.605 0.080
H 1.663 -3.485 -2.051 0.053
O 1.694 -2.528 -2.279 -0.114

***

The structure with the most favorable energy is three; the runner-up is 0.0065 hartree above it.

***

one.
18
Properties=species:S:1:pos:R:3:lowdin_charge:R:1 method="wB97M-V/def2-TZVPD" e_homo_ev=-10.7 homo_lumo_gap_ha=0.4067 molar_mass_g_mol=108.1
O -5.864 3.509 3.674 -0.059
H -5.402 3.199 2.897 0.027
H -6.817 3.399 3.657 0.032
O 2.916 -3.189 0.020 -0.065
H 3.844 -2.962 -0.117 0.031
H 2.498 -2.477 -0.478 0.033
O -0.722 3.079 -3.756 -0.047
H -0.136 3.805 -4.011 0.054
H -0.723 3.244 -2.803 0.056
O -1.728 -0.883 -2.805 -0.088
H -2.261 -0.745 -2.014 0.022
H -2.083 -0.213 -3.425 -0.009
O -1.927 0.734 -5.050 -0.058
H -1.400 1.531 -4.860 0.018
H -2.780 0.978 -5.419 0.053
O 7.453 -3.642 8.109 -0.061
H 7.514 -4.042 7.239 0.028
H 7.289 -2.698 8.010 0.033

***

two.
18
Properties=species:S:1:pos:R:3:lowdin_charge:R:1 method="wB97M-V/def2-TZVPD" e_homo_ev=-11.1 homo_lumo_gap_ha=0.4145 molar_mass_g_mol=108.1
O -0.018 -1.264 -1.806 -0.105
H 0.771 -0.671 -1.912 0.038
H 0.206 -2.250 -1.800 0.106
O -0.864 1.360 2.038 -0.045
H -0.672 1.911 1.249 0.042
H -1.790 1.309 1.904 0.025
O 2.011 0.755 -1.206 -0.077
H 1.177 1.232 -1.191 -0.005
H 2.141 0.172 -0.433 0.024
O 1.327 -0.546 1.248 -0.114
H 0.691 -1.366 1.173 0.060
H 0.779 0.145 1.674 0.014
O -0.782 1.545 -0.823 -0.027
H -1.249 1.914 -1.557 0.060
H -0.855 0.588 -0.799 0.024
O -0.977 -2.045 0.814 -0.108
H -0.831 -1.522 -0.036 0.020
H -1.065 -1.269 1.463 0.067

***

three.
18
Properties=species:S:1:pos:R:3:lowdin_charge:R:1 method="wB97M-V/def2-TZVPD" e_homo_ev=-11.4 homo_lumo_gap_ha=0.4107 molar_mass_g_mol=108.1
O -0.810 0.450 1.579 -0.084
H -1.494 -0.226 1.600 0.024
H -0.264 0.344 0.716 0.055
O -4.023 0.113 -0.289 -0.040
H -4.223 0.592 -1.058 -0.001
H -4.942 -0.103 -0.049 0.052
O -0.696 -2.530 -0.402 -0.077
H -1.454 -2.071 -0.889 0.079
H -0.073 -1.923 -0.011 -0.016
O 3.135 0.139 -1.174 -0.032
H 2.239 -0.228 -0.924 0.052
H 3.405 -0.419 -1.854 0.005
O 2.492 -1.208 1.456 0.013
H 2.075 -0.534 1.023 -0.056
H 2.977 -1.659 0.792 0.021
O 0.673 3.230 0.145 -0.058
H -0.184 3.436 -0.311 0.067
H 1.165 2.599 -0.351 -0.005

***

The structure with the most favorable energy is two; the runner-up is 0.0223 hartree above it.

***

one.
18
Properties=species:S:1:pos:R:3:lowdin_charge:R:1 method="wB97M-V/def2-TZVPD" e_homo_ev=-11.0 homo_lumo_gap_ha=0.4139 molar_mass_g_mol=108.1
O 0.356 -2.435 1.222 -0.034
H 0.191 -2.712 2.123 0.051
H -0.496 -2.500 0.791 0.042
O -2.227 1.160 -0.911 -0.058
H -1.463 0.583 -0.940 -0.027
H -2.777 0.794 -0.218 0.022
O 2.075 2.144 0.073 -0.023
H 2.951 2.257 0.443 0.058
H 2.073 2.695 -0.710 0.059
O 0.233 0.002 -0.470 -0.056
H 0.526 -0.711 0.098 0.025
H 0.953 0.632 -0.457 0.025
O -0.009 -1.784 -2.673 -0.055
H -0.949 -1.950 -2.742 0.029
H 0.096 -1.350 -1.826 -0.030
O -0.399 1.049 2.440 -0.049
H -1.243 0.783 2.073 0.020
H 0.110 1.341 1.683 0.000

***

two.
18
Properties=species:S:1:pos:R:3:lowdin_charge:R:1 method="wB97M-V/def2-TZVPD" e_homo_ev=-8.1 homo_lumo_gap_ha=0.3158 molar_mass_g_mol=108.1
O 0.408 -0.351 1.277 -0.081
H 1.344 -0.575 1.216 0.042
H -0.041 -1.201 1.202 0.024
O 1.355 2.979 -1.322 -0.068
H 1.198 2.066 -1.056 0.022
H 0.568 3.214 -1.827 0.032
O -2.347 -0.946 -0.503 -0.110
H -2.388 -1.117 0.445 0.060
H -2.214 -1.817 -0.893 0.057
O 4.232 -2.175 -0.369 -0.063
H 3.992 -2.708 -1.135 0.032
H 5.195 -2.195 -0.362 0.033
O 0.754 1.929 1.424 -0.079
H 1.092 2.732 1.837 0.047
H -0.120 2.180 1.104 0.044
O -4.043 -0.483 -0.169 -0.115
H -4.270 -0.488 -1.105 0.068
H -4.714 -1.043 0.238 0.054

***

The structure with the most favorable energy is one; the runner-up is 0.1485 hartree above it.

***

one.
25
Properties=species:S:1:pos:R:3:lowdin_charge:R:1 method="wB97M-V/def2-TZVPD" e_homo_ev=-9.7 homo_lumo_gap_ha=0.3826 molar_mass_g_mol=132.2
C 0.092 2.795 0.820 -0.112
C -0.665 1.477 0.729 -0.200
C 0.071 0.287 -0.076 -0.544
C 1.541 0.184 0.323 -0.053
C -0.043 0.534 -1.578 -0.047
C -0.697 -0.953 0.351 -0.096
C -0.362 -2.294 -0.464 -0.448
O 0.972 -2.672 -0.529 0.005
O -1.053 -3.360 0.158 -0.009
H 0.992 2.687 1.420 0.066
H 0.372 3.156 -0.168 0.067
H -0.526 3.552 1.302 0.070
H -1.615 1.662 0.221 0.106
H -0.909 1.156 1.744 0.107
H 1.646 0.075 1.400 0.091
H 2.085 1.069 0.002 0.080
H 2.013 -0.658 -0.175 0.072
H -1.082 0.506 -1.900 0.087
H 0.369 1.509 -1.827 0.078
H 0.510 -0.220 -2.133 0.084
H -1.770 -0.792 0.224 0.121
H -0.498 -1.171 1.403 0.123
H -0.685 -2.172 -1.507 0.145
H 1.226 -3.009 0.339 0.111
H -1.986 -3.348 -0.077 0.096

***

two.
25
Properties=species:S:1:pos:R:3:lowdin_charge:R:1 method="wB97M-V/def2-TZVPD" e_homo_ev=-6.9 homo_lumo_gap_ha=0.2777 molar_mass_g_mol=132.2
C 2.094 0.155 -0.261 -0.238
C 2.327 1.363 -1.123 -0.072
C 1.436 -1.007 -0.870 -0.083
O 0.952 0.806 0.972 -0.132
H 1.200 0.415 1.825 0.080
H 2.926 -0.077 0.403 0.125
H 2.670 2.208 -0.527 0.081
H 1.410 1.644 -1.640 0.087
H 3.083 1.144 -1.882 0.088
H 1.598 -1.082 -1.948 0.091
H 1.712 -1.940 -0.383 0.084
H 0.306 -0.932 -0.750 0.075
C -1.682 0.802 1.491 -0.098
C -2.419 0.319 -0.865 -0.072
C -1.903 -0.172 0.465 -0.397
C -1.275 -1.387 0.484 -0.234
O -0.606 -1.801 1.635 -0.033
H -0.502 -2.756 1.613 0.090
H -1.494 -2.152 -0.250 0.115
H -2.369 1.642 1.506 0.058
H -1.536 0.390 2.484 0.052
H -3.437 0.694 -0.759 0.074
H -2.408 -0.468 -1.624 0.073
H -1.812 1.144 -1.239 0.076
H -0.270 1.049 1.245 0.109

***

The structure with the most favorable energy is one; the runner-up is 0.1343 hartree above it.

***

one.
9
Properties=species:S:1:pos:R:3:lowdin_charge:R:1 method="wB97M-V/def2-TZVPD" e_homo_ev=-8.9 homo_lumo_gap_ha=0.3458 molar_mass_g_mol=114.5
N 1.464 0.232 0.168 -0.165
P -0.064 -0.556 0.509 0.713
O -0.273 -1.499 -0.816 -0.316
N -1.147 0.827 0.011 -0.621
Cl -2.932 0.538 0.003 0.417
H 2.200 0.014 0.740 -0.029
H 1.542 1.056 -0.392 0.026
H 0.352 -2.178 -0.905 0.006
H -1.142 1.566 0.683 -0.031

***

two.
9
Properties=species:S:1:pos:R:3:lowdin_charge:R:1 method="wB97M-V/def2-TZVPD" e_homo_ev=-8.6 homo_lumo_gap_ha=0.3283 molar_mass_g_mol=114.5
N 0.556 -0.751 -0.549 -0.150
N -1.771 0.803 0.575 -0.687
O 0.484 1.976 -0.013 -0.349
P -0.703 1.034 -0.662 0.763
Cl -3.157 -0.054 -0.047 0.502
H 1.019 -0.710 -1.422 -0.068
H -0.133 -1.396 -0.802 -0.088
H -1.815 0.720 1.551 0.021
H 1.314 1.736 -0.490 0.056

***

The structure with the most favorable energy is one; the runner-up is 0.0466 hartree above it.